[1]
The following is a quantum chemistry calculation of a 2-piece molecular cluster, C3H5NO3 overall, from the Open Molecules 2025 dataset.

The geometry in XYZ format:
```
12
Properties=species:S:1:pos:R:3
N -1.211 -1.159 0.128
H 0.742 0.748 1.848
H -0.423 1.861 0.933
O -1.388 0.274 2.108
O 0.628 -0.890 -1.866
C 1.405 0.144 -1.620
C -0.220 0.887 1.365
O 1.354 0.894 -0.667
H -0.066 -1.018 -1.150
H 2.150 0.264 -2.418
C -0.980 -0.241 0.957
H -1.989 -1.763 0.382
```

Results
**Frontier orbital gap**: 11.31 eV
**HOMO level**: -10.53 eV
**2S+1**: 1
**ΔE to the lowest compared entry with this formula, charge and spin**: 56.87 kcal per mole
**Total charge**: 0
**Electronic energy**: -10823.2218 eV


[2]
The following is a quantum chemistry calculation of C3H5NO3S in the gas phase at a distorted geometry, from the Open Molecules 2025 dataset.

The geometry in XYZ format:
```
13
Properties=species:S:1:pos:R:3
C 0.104 -1.627 -1.196
O -1.669 0.109 -0.686
S 1.944 -0.270 0.526
N 0.504 -0.447 -0.333
H -0.585 2.336 2.209
H 0.015 -2.564 -0.579
O -0.255 2.987 0.020
H 1.846 -0.873 1.644
H -1.031 -1.639 -1.459
C -0.564 1.894 0.410
H 0.932 -1.813 -2.045
C -0.533 0.461 -0.234
O -0.710 1.447 1.725
```

Results
**Frontier orbital gap**: 10.19 eV
**HOMO level**: -9.82 eV
**2S+1**: 1
**ΔE to the lowest compared entry with this formula, charge and spin**: 54.72 kcal per mole
**Total charge**: 0
**Electronic energy**: -21657.8043 eV


[3]
The following is a quantum chemistry calculation of C3H5NO3S in the gas phase at a distorted geometry, from the Open Molecules 2025 dataset.

The geometry in XYZ format:
```
13
Properties=species:S:1:pos:R:3
O 2.421 -1.750 -0.177
H -1.902 -0.398 1.256
H -0.604 2.567 -0.305
N 0.496 1.130 -0.162
C 2.068 -0.589 -0.078
H -2.596 -0.087 -0.461
O 2.986 0.434 0.059
H -2.593 -1.746 0.349
C 0.617 -0.139 -0.163
O -0.776 1.584 -0.327
H 2.419 1.234 0.105
S -0.491 -1.442 -0.345
C -2.045 -0.799 0.248
```

Results
**Frontier orbital gap**: 9.48 eV
**HOMO level**: -9.29 eV
**2S+1**: 1
**ΔE to the lowest compared entry with this formula, charge and spin**: 45.04 kcal per mole
**Total charge**: 0
**Electronic energy**: -21658.2241 eV


[4]
The following is a quantum chemistry calculation of C3H5NO4 as an isolated structure at a distorted geometry, from the Open Molecules 2025 dataset.

The geometry in XYZ format:
```
13
Properties=species:S:1:pos:R:3
H -1.591 -1.206 -0.359
H -1.134 0.690 1.480
H 1.304 0.737 -0.030
O -1.100 -0.644 1.497
C 0.670 1.188 -0.704
H 0.995 2.283 -0.725
C 0.522 -1.720 0.043
O 0.615 -2.180 -1.116
H 0.818 0.888 -1.741
N -0.759 1.066 -0.445
O 1.400 -1.835 0.964
C -0.724 -0.970 0.349
O -1.016 1.702 0.788
```

Results
**Frontier orbital gap**: 6.20 eV
**HOMO level**: 1.10 eV
**2S+1**: 1
**ΔE to the lowest compared entry with this formula, charge and spin**: 15.66 kcal per mole
**Total charge**: -2
**Electronic energy**: -12867.4171 eV


[5]
The following is a quantum chemistry calculation of C3H5NO4 as an isolated structure at a distorted geometry, from the Open Molecules 2025 dataset.

The geometry in XYZ format:
```
13
Properties=species:S:1:pos:R:3
H -0.040 1.575 -2.412
O -2.112 -0.968 0.527
C -0.001 -0.288 0.577
H -1.270 -0.130 1.882
O 0.131 0.804 -1.845
H 1.725 -1.439 0.911
C 1.422 -0.614 0.259
O -1.446 1.720 -0.503
H 2.060 0.246 0.468
O -0.287 0.050 1.821
C -0.658 0.876 -0.774
N -1.050 -0.919 -0.132
H 1.525 -0.913 -0.781
```

Results
**Frontier orbital gap**: 9.47 eV
**HOMO level**: -9.69 eV
**2S+1**: 1
**ΔE to the lowest compared entry with this formula, charge and spin**: 88.67 kcal per mole
**Total charge**: 0
**Electronic energy**: -12869.0301 eV


[6]
The following is a quantum chemistry calculation of C3H5NO4 in the gas phase at a distorted geometry, from the Open Molecules 2025 dataset.

The geometry in XYZ format:
```
13
Properties=species:S:1:pos:R:3
C 0.669 1.313 0.237
H 0.192 2.057 -0.406
C -0.095 -0.032 0.280
H -2.778 -1.038 -0.608
O -2.124 0.878 0.119
O 1.891 -1.756 0.189
H 0.494 1.732 1.173
O 2.001 1.369 -0.182
N -1.359 -0.070 0.050
H 0.149 -2.170 -0.454
H 2.231 0.422 -0.345
C 0.762 -1.366 0.001
O -2.033 -1.338 -0.053
```

Results
**Frontier orbital gap**: 9.32 eV
**HOMO level**: -9.92 eV
**2S+1**: 1
**ΔE to the lowest compared entry with this formula, charge and spin**: 137.07 kcal per mole
**Total charge**: 0
**Electronic energy**: -12866.9312 eV


[7]
The following is a quantum chemistry calculation of C3H5NO4 in the gas phase at a distorted geometry, from the Open Molecules 2025 dataset.

The geometry in XYZ format:
```
13
Properties=species:S:1:pos:R:3
N -0.455 0.258 1.418
C 1.363 -0.446 -0.971
H 1.968 -0.256 -1.860
H -0.808 2.473 1.173
H -0.319 -1.435 2.222
H 0.928 -1.448 -1.027
H 1.982 -0.373 -0.076
C -0.550 0.842 0.271
O -0.039 -1.100 1.362
C -1.669 -0.060 -0.772
O -1.873 -1.153 -1.032
O -0.869 2.148 0.263
O 0.340 0.551 -0.970
```

Results
**Frontier orbital gap (spin up / spin down)**: 9.11 / 9.12 eV
**HOMO level (spin up / spin down)**: -9.08 / -9.08 eV
**2S+1**: 1
**ΔE to the lowest compared entry with this formula, charge and spin**: 125.41 kcal per mole
**Total charge**: 0
**Electronic energy**: -12867.4366 eV


[8]
The following is a quantum chemistry calculation of C3H5NO4 as an isolated structure at a distorted geometry, from the Open Molecules 2025 dataset.

The geometry in XYZ format:
```
13
Properties=species:S:1:pos:R:3
C -1.079 -0.473 -1.271
H 1.080 -1.536 1.538
H 0.728 1.997 -1.458
O -1.792 -1.038 -0.361
H -1.259 -0.538 0.874
H -1.110 -0.902 -2.427
H 1.170 -0.017 2.361
O 0.254 1.088 -2.148
O 1.711 1.219 0.083
C 0.745 0.505 0.214
N -0.322 0.568 -0.894
C 0.592 -0.461 1.535
O -0.720 -0.412 1.952
```

Results
**Frontier orbital gap**: 9.68 eV
**HOMO level**: -9.83 eV
**2S+1**: 1
**ΔE to the lowest compared entry with this formula, charge and spin**: 137.42 kcal per mole
**Total charge**: 0
**Electronic energy**: -12866.9160 eV


- What is the formula in the third record?
  C3H5NO3S